Record 1
C3H21NO6 | ωB97M-V/def2-TZVPD

As for the multiplicity: 1. The value obtained for the LUMO energy is 0.15 eV. The calculated total energy comes out at -17226.286 eV. The SMILES is CC(C)N.O.O.O.O.O.O. For the relative energy (zero: lowest compared OMol25 entry of this formula, charge and spin), the calculation gives 25.3 kcal per mole.

Atoms and positions in Å:
C1 1.635 1.994 -1.027
C2 0.357 1.602 -0.309
C3 -0.901 2.371 -0.761
N1 0.263 0.132 -0.313
H1 1.696 3.058 -1.235
H2 2.468 1.570 -0.455
H3 1.824 1.371 -1.920
H4 0.468 1.822 0.764
H5 -1.590 2.705 0.010
H6 -0.491 3.346 -1.062
H7 -1.473 1.922 -1.563
H8 -0.632 -0.208 0.029
H9 0.340 -0.306 -1.221
O1 0.844 -2.197 3.083
H10 1.062 -2.527 2.206
H11 0.495 -1.309 2.936
O2 3.254 -0.762 2.197
H12 2.453 -1.053 2.642
H13 3.087 -0.723 1.256
O3 -1.564 -1.206 1.950
H14 -1.348 -2.118 1.731
H15 -2.511 -1.237 2.114
O4 -1.356 -0.186 -2.701
H16 -0.717 0.460 -2.929
H17 -1.895 -0.419 -3.458
O5 -3.066 0.366 -0.117
H18 -4.025 0.397 -0.153
H19 -2.732 0.509 -0.983
O6 1.109 -3.184 -0.009
H20 2.027 -3.397 0.157
H21 0.919 -2.792 -0.859



Record 2
C7H14 | ωB97M-V/def2-TZVPD

As for the multiplicity: 1. The value obtained for the LUMO energy is 1.02 eV. The calculated total energy comes out at -7485.220 eV. The SMILES is C[C@@H]1[C@H](C)C1(C)C. For the relative energy (zero: lowest compared OMol25 entry of this formula, charge and spin), the calculation gives 24.8 kcal per mole.

Atoms and positions in Å:
C1 0.720 -0.519 1.896
C2 -0.367 -0.624 0.844
C3 -0.431 -0.970 -0.642
C4 0.655 -1.522 -1.550
C5 -0.446 0.467 -0.184
C6 0.827 1.250 -0.450
C7 -1.690 1.318 -0.106
H1 0.486 -1.135 2.768
H2 0.716 0.526 2.241
H3 1.737 -0.744 1.568
H4 -1.328 -0.845 1.308
H5 -1.414 -1.357 -0.912
H6 0.705 -0.942 -2.482
H7 0.434 -2.558 -1.828
H8 1.652 -1.511 -1.100
H9 0.957 2.066 0.272
H10 0.801 1.690 -1.454
H11 1.723 0.623 -0.396
H12 -2.568 0.704 0.123
H13 -1.562 2.022 0.729
H14 -1.889 1.901 -1.012



Record 3
C29H22AsN4NiO5 | ωB97M-V/def2-TZVPD

As for the multiplicity: 3. The value obtained for the LUMO energy (spin up / spin down) is -5.12 / -5.12 eV. Its charge is +1. The calculated total energy comes out at -148502.412 eV. For the relative energy (zero: lowest compared OMol25 entry of this formula, charge and spin), the calculation gives 25.5 kcal per mole.

Atoms and positions in Å:
Ni1 -0.798 -0.900 -0.819
O1 -3.348 2.152 -1.071
C1 -2.694 1.174 -0.807
O2 -1.682 0.742 -1.485
C2 -2.952 0.326 0.447
C3 -3.940 0.482 1.406
C4 -3.910 -0.354 2.517
C5 -2.885 -1.279 2.678
C6 -1.936 -1.383 1.672
N1 -2.025 -0.612 0.593
C7 -0.674 -2.266 1.627
O3 -0.334 -2.945 2.566
O4 -0.035 -2.138 0.519
H1 -4.704 1.233 1.274
H2 -4.678 -0.276 3.269
H3 -2.797 -1.910 3.549
C8 -2.865 -1.248 -3.764
C9 -2.482 -2.442 -2.982
N2 -1.831 -2.468 -1.828
C10 -1.693 -3.785 -1.472
C11 -2.263 -4.561 -2.431
N3 -2.761 -3.700 -3.367
H4 -2.725 -0.354 -3.164
H5 -3.903 -1.311 -4.084
H6 -2.234 -1.169 -4.647
H7 -1.199 -4.077 -0.568
H8 -2.352 -5.623 -2.521
H9 -3.232 -3.959 -4.221
C12 4.736 4.040 -1.594
C13 5.096 2.784 -1.128
C14 4.133 1.805 -0.943
C15 2.803 2.106 -1.215
C16 2.436 3.349 -1.715
C17 3.411 4.316 -1.897
As1 1.420 0.798 -0.696
C18 2.197 -0.387 0.596
C19 3.004 -1.481 0.338
C20 3.331 -2.340 1.375
C21 2.861 -2.092 2.654
C22 2.044 -1.003 2.914
C23 1.677 -0.151 1.882
C24 0.736 0.973 1.977
C25 0.136 1.452 3.137
C26 -0.691 2.564 3.081
C27 -0.940 3.214 1.882
C28 -0.377 2.737 0.708
C29 0.449 1.632 0.768
H10 5.493 4.799 -1.725
H11 6.129 2.558 -0.910
H12 4.404 0.823 -0.571
H13 1.399 3.555 -1.953
H14 3.138 5.287 -2.280
H15 3.350 -1.667 -0.673
H16 3.929 -3.216 1.180
H17 3.100 -2.775 3.453
H18 1.660 -0.848 3.910
H19 0.318 0.969 4.085
H20 -1.139 2.937 3.989
H21 -1.566 4.092 1.853
H22 -0.577 3.218 -0.240
O5 0.332 -0.587 -3.139
N4 0.501 -0.812 -1.985



Record 4
C19H25N5O2 | ωB97M-V/def2-TZVPD

As for the multiplicity: 1. The value obtained for the LUMO energy is 0.02 eV. The calculated total energy comes out at -31655.868 eV. The SMILES is CCCCNC(=O)c1c(N)n(CCCOC)c2nc3ccccc3nc12. For the relative energy (zero: lowest compared OMol25 entry of this formula, charge and spin), the calculation gives 13.6 kcal per mole.

Atoms and positions in Å:
C1 -5.466 -1.268 -0.581
C2 -4.982 -0.510 0.649
C3 -5.074 1.010 0.500
C4 -4.229 1.574 -0.648
N1 -2.838 1.228 -0.521
C5 -1.868 2.109 -0.216
O1 -2.038 3.326 -0.119
C6 -0.565 1.492 -0.011
C7 0.591 2.214 0.282
N2 0.655 3.552 0.300
N3 1.648 1.366 0.500
C8 3.030 1.693 0.742
C9 3.800 1.881 -0.571
C10 5.324 1.757 -0.396
O2 5.840 0.506 -0.773
C11 5.473 -0.573 0.057
C12 1.204 0.081 0.319
N4 1.909 -1.007 0.418
C13 1.200 -2.151 0.208
C14 1.868 -3.385 0.287
C15 1.184 -4.554 0.090
C16 -0.190 -4.536 -0.193
C17 -0.869 -3.352 -0.279
C18 -0.197 -2.130 -0.085
N5 -0.901 -0.976 -0.185
C19 -0.205 0.123 0.009
H1 -6.470 -0.950 -0.855
H2 -5.490 -2.337 -0.378
H3 -4.807 -1.102 -1.430
H4 -3.952 -0.796 0.871
H5 -5.592 -0.802 1.508
H6 -6.114 1.296 0.330
H7 -4.745 1.474 1.432
H8 -4.607 1.210 -1.609
H9 -4.284 2.666 -0.643
H10 -2.579 0.250 -0.539
H11 1.423 4.044 0.721
H12 -0.269 3.980 0.221
H13 3.091 2.595 1.358
H14 3.447 0.856 1.307
H15 3.482 1.113 -1.279
H16 3.552 2.851 -1.002
H17 5.833 2.466 -1.053
H18 5.601 1.986 0.646
H19 4.404 -0.805 -0.008
H20 6.045 -1.429 -0.298
H21 5.738 -0.371 1.103
H22 2.925 -3.375 0.506
H23 1.701 -5.500 0.152
H24 -0.710 -5.470 -0.343
H25 -1.925 -3.319 -0.497



Record 5
C5H6O2 | ωB97M-V/def2-TZVPD

As for the multiplicity: 1. The value obtained for the LUMO energy is 0.76 eV. The calculated total energy comes out at -9373.936 eV. The SMILES is C#C[C@H](C=O)CO. For the relative energy (zero: lowest compared OMol25 entry of this formula, charge and spin), the calculation gives 72.9 kcal per mole.

Atoms and positions in Å:
C1 -0.650 2.192 0.959
C2 0.136 1.506 0.339
C3 0.248 0.291 -0.457
C4 -1.274 -0.200 -0.260
O1 -1.672 -1.322 -0.406
C5 1.209 -0.808 0.043
O2 1.152 -1.927 -0.802
H1 -1.237 2.876 1.522
H2 0.477 0.500 -1.513
H3 -1.829 0.673 0.211
H4 0.947 -1.052 1.085
H5 2.250 -0.466 0.041
H6 0.244 -2.264 -0.764



Record 6
C2H22F6O9P | ωB97M-V/def2-TZVPD

As for the multiplicity: 1. The value obtained for the LUMO energy is 2.43 eV. Its charge is -1. The calculated total energy comes out at -46461.811 eV.

Atoms and positions in Å:
P1 -25.047 17.275 -24.345
F1 -24.740 16.786 -25.840
F2 -23.948 16.268 -23.714
F3 -23.949 18.440 -24.517
F4 -25.330 17.773 -22.815
F5 -26.195 18.293 -24.851
F6 -26.165 16.110 -24.190
C1 -26.631 18.398 -28.848
C2 -25.711 19.543 -29.233
O1 -24.355 19.115 -29.187
H1 -27.638 18.732 -28.615
H2 -26.216 17.909 -27.966
H3 -26.627 17.650 -29.647
H4 -25.835 20.338 -28.482
H5 -26.010 20.005 -30.180
H6 -23.904 19.358 -29.998
O2 -28.848 17.073 -25.053
H7 -28.417 17.932 -25.119
H8 -28.114 16.478 -24.865
O3 -20.761 16.156 -22.106
H9 -20.291 16.281 -22.935
H10 -21.453 16.842 -22.142
O4 -28.253 19.974 -26.067
H11 -28.109 20.881 -26.351
H12 -29.000 19.667 -26.592
O5 -22.431 18.503 -22.052
H13 -23.280 18.107 -22.289
H14 -22.385 19.293 -22.598
O6 -24.598 13.550 -23.349
H15 -25.404 13.456 -22.835
H16 -24.666 14.438 -23.730
O7 -23.199 15.562 -20.593
H17 -22.259 15.511 -20.806
H18 -23.624 15.166 -21.363
O8 -28.078 18.576 -22.031
H19 -27.314 18.522 -22.620
H20 -28.135 19.508 -21.805
O9 -21.786 17.588 -26.343
H21 -22.735 17.516 -26.172
H22 -21.700 17.357 -27.272



Record 7
C12H17N | ωB97M-V/def2-TZVPD

As for the multiplicity: 2. The value obtained for the LUMO energy (spin up / spin down) is 3.35 / 3.34 eV. Its charge is -1. The calculated total energy comes out at -14208.651 eV. For the relative energy (zero: lowest compared OMol25 entry of this formula, charge and spin), the calculation gives 8.8 kcal per mole.

Atoms and positions in Å:
C1 -0.998 -3.054 4.010
C2 0.374 -0.562 1.644
C3 -0.541 -1.568 1.988
C4 -0.284 -1.909 3.365
C5 0.754 -1.138 3.807
C6 -0.496 -0.621 -0.592
C7 0.389 -0.007 0.345
C8 -1.371 -1.638 -0.246
C9 -1.408 -2.211 1.045
N1 1.247 -0.398 2.704
H1 -0.573 -0.264 -1.615
H2 1.099 0.751 0.087
H3 -2.066 -1.933 -1.029
H4 -1.987 -3.086 1.286
H5 1.640 0.496 2.838
H6 1.357 -1.134 4.702
H7 -0.508 -3.935 3.589
H8 -2.031 -3.141 3.789
H9 -0.908 -3.093 5.098
C10 0.249 2.127 -3.723
C11 0.061 3.652 -3.806
C12 1.275 1.827 -2.612
H10 -0.704 1.727 -3.393
H11 0.597 1.772 -4.688
H12 1.027 4.093 -4.069
H13 0.814 1.746 -1.647
H14 1.703 0.849 -2.833
H15 2.100 2.537 -2.581
H16 -0.605 3.988 -4.605
H17 -0.205 4.126 -2.861



Record 8
C4H10O2 | ωB97M-V/def2-TZVPD

As for the multiplicity: 1. The value obtained for the LUMO energy is 0.91 eV. The calculated total energy comes out at -8403.626 eV. The SMILES is OCCO.C=C. For the relative energy (zero: lowest compared OMol25 entry of this formula, charge and spin), the calculation gives 44.3 kcal per mole.

Atoms and positions in Å:
O1 1.424 0.815 -0.191
C1 0.411 1.193 0.709
C2 -0.917 1.507 0.039
O2 -0.779 2.693 -0.710
H1 1.188 -0.061 -0.528
H2 0.238 0.417 1.475
H3 0.765 2.094 1.219
H4 -1.690 1.609 0.821
H5 -1.204 0.655 -0.602
H6 -1.610 2.857 -1.170
C3 0.955 -2.385 0.112
C4 -0.228 -2.203 -0.468
H7 1.825 -2.711 -0.452
H8 1.101 -2.220 1.177
H9 -0.377 -2.373 -1.532
H10 -1.100 -1.888 0.102